This record from the Open Molecules 2025 dataset describes C17H16N4O5S2 as an isolated structure at a distorted geometry. The level of theory is the ωB97M-V functional and the def2-TZVPD basis.

As for the HOMO-LUMO gap: 8.06 eV. Its largest force on an atom is 17.35 eV/A. The total charge is 0. As for the multiplicity: 1. As for the HOMO energy: -8.7 eV.

```
44
Properties=species:S:1:pos:R:3:nbo_charge:R:1
O -4.144 2.437 -2.439 -0.53
C -3.154 1.827 -2.082 0.64
N -1.889 2.155 -2.687 -0.63
C -0.685 1.917 -2.443 0.61
N -0.389 1.165 -1.588 -0.34
N 1.078 1.319 -1.570 -0.32
C 1.404 2.137 -2.578 0.45
C 2.819 2.078 -3.129 -0.21
C 4.009 1.664 -2.581 -0.24
C 5.037 2.131 -3.202 -0.24
C 4.979 2.902 -4.257 -0.33
S 3.210 3.078 -4.567 0.34
H 5.256 3.315 -5.114 0.24
H 6.177 1.892 -2.873 0.22
H 3.973 1.016 -1.701 0.25
O 0.387 2.574 -3.203 -0.43
H -2.151 3.019 -3.573 0.43
C -2.926 0.983 -1.118 -0.13
C -2.510 -0.557 -1.405 -0.04
C -2.268 -1.260 -0.420 -0.39
C -2.419 -1.023 0.748 -0.17
C -2.669 0.460 1.240 -0.17
C -2.946 1.252 0.278 -0.15
H -3.266 2.402 0.545 0.21
H -2.753 0.303 2.151 0.21
S -1.997 -2.190 2.194 2.33
O -1.782 -3.334 1.470 -0.95
O -2.863 -2.246 3.207 -0.95
N -0.667 -1.153 2.767 -0.62
C -0.414 -1.525 4.215 -0.21
H -1.222 -1.754 4.696 0.19
C 0.453 -2.928 4.174 -0.06
H 0.820 -3.020 5.359 0.17
O 1.532 -2.736 3.430 -0.50
C 1.280 -2.544 2.092 -0.09
H 2.446 -2.575 1.728 0.21
C 0.500 -1.455 1.843 -0.27
H 0.220 -1.003 1.057 0.24
H 1.160 -0.418 2.205 0.19
H 0.915 -3.339 1.780 0.17
H -0.243 -3.603 4.087 0.16
H 0.323 -0.477 4.627 0.19
H -2.044 -2.283 -0.782 0.25
H -2.576 -0.605 -2.581 0.24
```

This record from the Open Molecules 2025 dataset describes a 8-piece molecular cluster, C7H31NO7 overall at a distorted geometry. The level of theory is the ωB97M-V functional and the def2-TZVPD basis.

As for the HOMO-LUMO gap: 9.91 eV. The SMILES is CC(C)CNC(C)C.O.O.O.O.O.O.O. As for the energy relative to the best compared isomer or geometry (same formula, charge and spin): 41.7 kcal/mol. Its largest force on an atom is 1.89 eV/A. The total charge is 0. As for the multiplicity: 1. As for the HOMO energy: -9.7 eV.

```
46
Properties=species:S:1:pos:R:3:nbo_charge:R:1
C -2.971 -0.492 -1.010 -0.60
C -1.552 -0.412 -1.534 -0.24
C -1.454 0.742 -2.549 -0.62
C -0.463 -0.257 -0.458 -0.25
N 0.825 -0.780 -0.957 -0.64
C 1.834 -1.039 0.101 -0.05
C 2.458 0.179 0.758 -0.64
C 1.286 -1.971 1.230 -0.63
H -3.694 -0.538 -1.831 0.22
H -3.130 -1.435 -0.479 0.18
H -3.248 0.316 -0.337 0.22
H -1.325 -1.307 -2.121 0.19
H -1.950 0.545 -3.506 0.23
H -1.677 1.706 -2.097 0.20
H -0.437 0.768 -2.995 0.20
H -0.749 -0.653 0.528 0.22
H -0.401 0.807 -0.191 0.18
H 1.239 0.029 -1.422 0.35
H 2.583 -1.647 -0.424 0.19
H 1.795 0.536 1.557 0.20
H 2.732 0.905 0.000 0.21
H 3.321 -0.103 1.371 0.23
H 2.043 -2.743 1.360 0.22
H 1.177 -1.367 2.134 0.18
H 0.326 -2.454 1.071 0.24
O -2.542 -2.630 1.999 -0.94
H -1.994 -2.953 1.274 0.48
H -3.354 -2.415 1.521 0.46
O 1.147 -1.785 -3.873 -0.95
H 1.087 -2.639 -3.446 0.47
H 0.764 -1.134 -3.274 0.48
O -0.053 3.773 1.969 -0.99
H -0.131 3.431 2.864 0.47
H 0.906 3.700 1.749 0.48
O -0.190 1.165 3.537 -0.97
H -0.764 1.448 4.249 0.49
H 0.092 0.249 3.539 0.49
O 2.493 3.243 1.098 -0.94
H 2.083 3.031 0.250 0.50
H 2.300 2.500 1.682 0.47
O -1.123 -3.808 -0.350 -0.94
H -0.520 -4.087 -1.049 0.48
H -1.660 -3.178 -0.844 0.47
O 0.530 3.478 -1.095 -0.96
H 0.123 2.671 -1.409 0.47
H -0.136 4.021 -0.656 0.50
```